Record 1
Molecular formula: C20H36IrNOP2
Method: DFT, the ωB97M-V functional and the def2-TZVPD basis

CARTESIAN COORDINATES (ANGSTROEM)
C1 -1.369425 0.621297 5.549255
H1 -0.037579 1.427046 -5.707188
C2 1.257919 3.006069 -3.714910
C3 -0.697062 0.398049 7.849127
H2 -1.098337 -2.469887 1.356383
C4 -1.457299 2.348915 -3.738480
H3 -2.463007 1.255522 0.039495
H4 2.272393 -1.331980 -0.592339
H5 0.747334 -0.794002 -1.290795
H6 -1.872992 -1.318497 -0.898105
C5 -0.780937 -1.502752 0.950201
H7 -1.962705 -2.573552 -3.864288
C6 0.823183 1.311572 1.019930
C7 -0.923875 -2.933472 -3.844243
C8 1.360776 -0.749582 -0.369736
C9 0.294465 -1.724529 3.667055
H8 0.238208 -1.193815 -5.808665
H9 -0.814591 -3.741156 -3.111658
Ir1 0.119029 -0.270960 2.304358
H10 -0.639754 -3.294293 -4.842928
C10 1.728459 0.710784 -0.023475
H11 -1.103871 0.984294 -1.057877
O1 0.266263 1.033856 3.867962
H12 1.137362 -2.381338 1.096698
H13 1.173955 -1.568932 4.307077
P1 0.163529 -1.529905 -3.376258
H14 -1.745275 3.104599 -2.994297
H15 -2.227577 1.564089 -3.790515
C11 -0.603165 1.281959 1.017603
H16 2.531560 -1.398212 -4.015155
H17 2.745915 0.675455 0.371466
H18 1.511678 0.768144 -5.144307
H19 -1.364988 2.831100 -4.724589
H20 -2.772388 -0.913293 0.532042
H21 1.226473 3.771366 -2.931857
H22 0.924711 3.444170 -4.666383
H23 1.760822 1.370342 -0.901374
C12 1.785549 -2.206941 -3.971512
H24 1.929017 1.032205 5.751056
H25 -0.945769 0.181834 8.891637
C13 -1.704122 0.440601 6.878220
C14 0.624831 0.633303 7.452081
C15 0.652580 -1.461925 0.756792
P2 0.167963 1.588635 -3.242896
C16 -1.786164 -0.799039 0.066110
H26 -2.750730 0.351793 7.134686
H27 0.400050 -2.716714 3.203840
H28 -1.283670 -0.578738 -5.111034
C17 0.920675 0.850155 6.112496
H29 -0.584800 -1.770598 4.329296
H30 2.285921 2.635050 -3.832939
H31 1.441538 0.675283 8.177355
N1 -0.084008 0.821165 5.181688
H32 1.250430 2.159415 1.580444
C18 -0.187501 -0.604642 -4.979516
H33 -2.104939 0.602980 4.733835
C19 -1.496569 0.727469 -0.061677
H34 2.127012 -2.993576 -3.284688
C20 0.426749 0.785711 -4.940632
H35 -1.082892 2.061859 1.633904
H36 1.649613 -2.633750 -4.977760

Forces on atoms 1 to 2 (eV/Å):
C -3.17 -0.54 1.05
H 0.24 -0.06 0.39

The multiplicity is 7. As for the net charge: +2. As for the frontier orbital gap (alpha / beta): 0.2405 / 0.2030 hartree. As for the relative energy (zero: lowest compared OMol25 entry of this formula, charge and spin): 0.000 eV.

---

Record 2
Molecular formula: C44H30Cl7F6N3O5SSbSc
Method: DFT, the ωB97M-V functional and the def2-TZVPD basis

CARTESIAN COORDINATES (ANGSTROEM)
H1 4.647305 0.558604 -0.095746
C1 -4.958329 0.530473 0.206107
O1 -6.101053 -0.650943 -2.291081
F1 3.403771 -1.955005 -1.820479
F2 5.221105 -1.731326 -0.682907
C2 -2.631947 -7.635380 -0.087747
H2 -4.070425 -2.540844 -4.627272
H3 -3.553873 -6.364954 -3.091333
C3 0.092366 0.650629 3.246229
H4 -1.778669 -1.867993 2.340847
Sb1 -0.022258 -4.105539 -0.127625
C4 0.436381 3.358862 -4.843707
C5 -1.432595 -5.609835 -0.563635
H5 -2.233049 1.807825 1.736289
H6 -5.879045 -2.841671 -3.245603
C6 0.598689 -4.591096 1.805058
H7 -4.698612 1.715102 1.987941
C7 -0.004188 3.747308 -3.583646
F3 3.785881 -3.253355 -0.124748
H8 -2.123531 -2.018829 4.810683
H9 -0.827721 -4.827905 4.867239
N1 -0.535041 -0.256258 2.450047
C8 -5.020826 -0.950673 -1.820370
C9 0.865280 1.154607 -3.973085
C10 1.566886 2.535859 3.312143
H10 2.024000 3.281267 5.275343
C11 1.277776 -3.740752 -2.788788
C12 -2.845346 1.295698 1.003577
C13 -0.023408 0.638578 4.648035
Cl1 2.577780 3.704072 2.541376
C14 3.565913 0.430822 -0.131823
O2 0.392369 0.636849 -1.718425
F4 3.101015 -0.191689 2.568078
H11 1.462283 -5.566329 5.430296
N2 -2.198148 0.749619 -0.027276
H12 3.197206 -5.664794 3.677262
H13 2.342372 -6.116141 -0.601429
N3 -4.371981 -2.122204 -2.059204
H14 -6.031773 0.420974 0.288602
C15 2.276420 -5.525517 -1.506635
C16 1.381868 -4.467369 -1.615160
C17 -1.695274 -6.678575 0.279968
C18 1.886207 -5.001552 2.121583
C19 -2.107303 -5.499748 -1.777782
H15 -3.500234 -2.301002 -1.574750
C20 -3.039444 -6.457044 -2.143740
C21 0.699186 1.623773 5.370203
C22 2.190818 -5.356441 3.427915
C23 1.216955 -5.295617 4.412065
C24 -0.381297 -4.530615 2.794055
C25 2.089783 -4.062758 -3.865570
C26 -0.069013 -4.880408 4.097787
C27 -0.015504 2.844117 -2.525517
O3 0.935772 1.527946 1.245936
C28 -4.289396 -0.063988 -0.854478
C29 -1.297130 -1.167231 3.012645
C30 3.093061 -5.833951 -2.582924
S1 -1.246415 -2.195486 -0.284687
H16 3.638826 -5.346698 -4.596375
C31 -1.485050 -1.247829 4.404315
H17 -2.834602 -8.468542 0.572421
C32 -4.868625 -3.133137 -2.954997
C33 3.572318 -1.184067 1.788324
C34 1.471055 2.539039 4.717795
O4 1.799591 -1.224524 0.199958
H18 2.016941 -3.494844 -4.783906
H19 -2.366952 -0.272269 -1.799197
H20 -4.030229 -8.273146 -1.580782
C35 0.403754 1.513176 -2.690009
Cl2 -0.529897 3.361867 -0.971075
C36 -0.846885 -0.353129 5.218101
C37 2.999577 -5.102677 -3.758494
H21 2.661902 -5.015603 1.370863
C38 -3.302569 -7.525242 -1.295784
H22 3.096159 1.182122 0.496856
H23 3.801196 -6.648323 -2.505648
H24 -0.961926 -0.393995 6.292461
H25 0.584788 -2.913255 -2.855320
Cl3 1.448015 1.553750 -6.575748
C39 -2.920654 0.122444 -0.956068
O5 -4.024937 -3.325393 -4.069404
F5 3.104909 -2.335785 2.303752
C40 -4.223688 1.237361 1.143271
H26 3.226854 0.572439 -1.159443
Cl4 1.452276 -0.444227 -4.192785
Cl5 0.597402 1.657397 7.103960
C41 3.144370 -0.975015 0.319267
F6 4.914340 -1.192120 1.933924
H27 -1.917933 -4.669383 -2.451270
Cl6 -0.536529 5.364439 -3.332398
Cl7 0.447032 4.479969 -6.150083
C42 0.887905 1.613428 2.546320
H28 -1.171798 -6.781217 1.223215
C43 3.903731 -1.980862 -0.579436
C44 0.878061 2.053226 -5.030390
H29 -4.893682 -4.095864 -2.443497
Sc1 0.200057 0.049171 0.150456
H30 -1.387523 -4.203547 2.551714

Forces on atoms 1 to 2 (eV/Å):
H -0.03 -0.01 0.02
C 0.03 -0.01 -0.03

As for the frontier orbital gap: 0.2778 hartree. As for the relative energy (zero: lowest compared OMol25 entry of this formula, charge and spin): 0.304 eV.

---

Record 3
Molecular formula: C4H12N2
Method: DFT, the ωB97M-V functional and the def2-TZVPD basis

CARTESIAN COORDINATES (ANGSTROEM)
H1 -0.892934 0.552433 -1.122648
C1 -2.807488 0.861543 -1.881721
H2 2.118538 -3.264729 0.878385
H3 -1.932341 1.931118 0.279632
C2 2.428393 -0.632445 1.334243
H4 2.350211 -2.736084 2.638032
H5 3.618470 -3.587157 1.708927
C3 2.805102 -2.851362 1.654773
H6 -2.980827 0.353933 -2.836382
H7 -3.223091 0.192016 -1.086076
N1 3.339918 -1.515372 1.270752
C4 -1.515446 2.377482 -0.660223
H8 -3.470278 1.712904 -1.801817
H9 2.437807 0.164621 0.570372
H10 1.646320 -0.728150 2.082085
N2 -1.426682 1.264117 -1.609600
H11 -0.498121 2.622817 -0.370942
H12 -1.997552 3.282308 -1.047797

Forces on atoms 1 to 2 (eV/Å):
H -0.28 -0.23 -0.39
C -0.41 -1.38 0.80

As for the frontier orbital gap: 0.3525 hartree. As for the relative energy (zero: lowest compared OMol25 entry of this formula, charge and spin): 2.737 eV.

---

Record 4
Molecular formula: C14H52MnN24O14
Method: DFT, the ωB97M-V functional and the def2-TZVPD basis

CARTESIAN COORDINATES (ANGSTROEM)
H1 -3.039447 27.362693 -1.690303
H2 -9.012269 24.227511 -9.870265
H3 -2.509688 24.363738 -2.205687
H4 -2.572705 29.997416 -8.432953
N1 -9.513625 19.738844 -6.011581
H5 -3.951549 24.427074 -3.151939
H6 -6.509513 20.687167 -1.984488
H7 -9.483444 27.830949 -3.348955
H8 -5.171865 22.510306 -7.001692
O1 -6.176903 26.697766 -4.948299
N2 -2.252490 27.976692 -4.748237
H9 -5.482692 28.297271 -4.128212
N3 -10.464949 25.156368 -4.354402
C1 -6.378693 22.089394 -0.570929
N4 -6.413273 22.525684 -9.512680
N5 -2.966653 27.246685 -2.685246
H10 -10.251366 26.164644 -8.621956
N6 -9.598319 21.983935 -6.572164
H11 -3.756614 23.524429 -7.394896
N7 -9.146836 28.226069 -9.067337
N8 -3.784825 30.174844 -6.369418
H12 -6.485378 20.006024 -0.366854
H13 -6.206200 23.055782 -8.677035
N9 -6.352223 23.027229 -1.546659
H14 -6.786860 27.560443 -1.055765
H15 -3.776626 26.932115 -3.195029
H16 -5.998470 19.420386 -8.203038
H17 -9.511375 25.403707 -4.562612
H18 -1.479412 28.254312 -5.318426
H19 -5.062349 30.004254 -3.719455
N10 -3.304364 29.313089 -8.411875
O2 -7.462928 27.289242 -7.832544
N11 -1.504536 25.754263 -7.027082
N12 -5.383237 29.082768 -3.491148
O3 -4.855380 28.310530 -7.066669
H20 -2.537319 20.841463 -1.936299
C2 -7.026760 24.394321 -5.675214
H21 -6.830277 23.876736 -1.306912
H22 -5.748283 25.015102 -3.965934
H23 -12.654726 25.692152 -2.165960
H24 -7.314728 25.304660 -3.772459
H25 -4.270357 30.096580 -5.496213
H26 -6.326078 26.996620 -2.591956
H27 -11.007138 24.446307 -4.803976
H28 -8.627760 29.069234 -9.239917
N13 -12.166632 25.111012 -2.829775
H29 -12.686085 24.503949 -3.432182
O4 -4.357684 22.011008 -3.329558
H30 -3.160320 27.750554 -5.130175
H31 -1.809405 22.392685 -1.558192
N14 -4.709370 21.778277 -6.456304
C3 -10.965236 25.640606 -3.188913
H32 -7.388819 23.488743 -5.178430
N15 -8.193981 23.791858 -9.478934
N16 -2.542210 21.842073 -1.965803
O5 -1.053925 28.500494 -2.935460
N17 -5.928438 20.304633 -7.735326
C4 -4.999979 20.454037 -6.768892
O6 -10.432862 26.540471 -2.536918
H33 -9.690292 19.983092 -5.052074
C5 -4.021366 29.213096 -7.267376
H34 -1.396156 26.614639 -6.517641
H35 -9.629966 22.609524 -7.361043
O7 -5.564612 29.820115 -1.335923
H36 -7.951439 24.854512 -6.064884
C6 -2.731482 25.185841 -6.838316
H37 -9.164339 25.541467 -7.348880
O8 -10.336428 29.977649 -4.041169
H38 -9.233022 18.796994 -6.198193
C7 -9.576522 20.691897 -6.980901
N18 -6.418386 20.785573 -0.986980
O9 -3.716635 25.846567 -6.423252
H39 -3.413941 28.632711 -9.140196
O10 -7.971855 22.335557 -11.232639
N19 -8.852515 28.292061 -4.011126
C8 -9.346087 29.438233 -4.536529
H40 -3.032734 30.828793 -6.471136
H41 -7.704435 29.401582 -5.758290
H42 -6.507421 21.107270 -7.875678
H43 -7.948757 27.891339 -4.217681
C9 -7.561698 22.820529 -10.191141
H44 -4.655022 21.922528 -5.454002
N20 -8.563907 29.875041 -5.554029
H45 -5.883752 22.867135 -2.430884
H46 -5.735701 21.976801 -10.013888
C10 -6.569340 25.390815 -4.585532
O11 -6.412833 22.353780 0.633215
C11 -3.454212 22.548226 -2.670500
Mn1 -5.781766 26.408273 -7.026030
N21 -3.299061 23.895164 -2.610786
C12 -2.040273 27.926222 -3.398149
H47 -10.045479 28.189101 -9.510313
H48 -2.040575 23.433713 -7.560877
H49 -9.321318 22.215068 -5.637410
H50 -8.890306 30.676071 -6.064939
O12 -6.320508 24.219671 -6.922046
O13 -4.331828 19.536163 -6.298247
C13 -5.802497 28.977089 -2.189331
H51 -0.805710 25.367335 -7.626723
N22 -6.301551 27.741681 -1.916311
O14 -9.666306 20.356334 -8.161923
H52 -7.647287 24.391607 -8.878965
N23 -2.860000 23.979045 -7.363185
N24 -9.415783 26.197007 -8.066416
C14 -8.623444 27.265095 -8.289114

Forces on atoms 1 to 2 (eV/Å):
H 0.04 0.26 -0.02
H 0.12 -0.24 -0.25

The multiplicity is 6. As for the frontier orbital gap (alpha / beta): 0.2970 / 0.2939 hartree. As for the relative energy (zero: lowest compared OMol25 entry of this formula, charge and spin): 0.000 eV.